The following is a DFT calculation (ωB97M-V/def2-TZVPD) of a cluster of 19 separate species, C94H223N3O7 in total at a distorted geometry.

The value obtained for the gap between HOMO and LUMO is 9.68 eV. As for the LUMO energy: 0.1 eV. For the HOMO energy, the calculation gives -9.54 eV. The calculated total energy comes out at -119891.895 eV.

Last column: Löwdin charge in e.
Atoms and positions in Å:
C: 1.53456 2.44230 -14.59910  -0.09
C: 1.82003 2.72437 -16.18395  -0.22
C: 0.63237 3.52885 -16.74021  -0.22
C: 0.65237 3.95722 -18.24861  -0.20
C: -0.70615 4.51640 -18.81095  -0.23
C: -0.70222 5.17464 -20.25229  -0.09
H: 1.47785 3.26164 -13.88247  0.06
H: 2.32205 1.79357 -14.21555  0.05
H: 0.56930 1.95893 -14.44833  0.06
H: 2.74269 3.29070 -16.31069  0.09
H: 2.13441 1.79872 -16.66604  0.06
H: 0.45706 4.41319 -16.12757  0.11
H: -0.11855 2.74739 -16.62399  0.09
H: 1.46301 4.67825 -18.35373  0.10
H: 0.88951 3.12475 -18.91107  0.10
H: -1.40136 3.68407 -18.70130  0.07
H: -1.13415 5.19542 -18.07350  0.09
H: -0.79232 4.39712 -21.01087  0.03
H: -1.54988 5.83232 -20.44475  0.07
H: 0.24614 5.64476 -20.51251  0.06
C: -3.13713 0.90405 -19.36299  -0.10
C: -1.74055 0.51829 -18.71032  -0.25
C: -1.60714 -0.83043 -17.97025  -0.21
C: -1.78651 -2.00558 -18.94603  -0.19
C: -1.27559 -3.31371 -18.31720  -0.27
C: -1.98104 -3.75457 -17.06872  -0.11
H: -3.15853 1.90264 -19.79942  0.05
H: -3.93803 0.74048 -18.64194  0.07
H: -3.43647 0.33871 -20.24555  0.06
H: -1.03965 0.63657 -19.53666  0.09
H: -1.54896 1.39323 -18.08913  0.07
H: -2.36884 -0.69176 -17.20299  0.11
H: -0.69721 -0.81431 -17.37038  0.08
H: -2.83838 -2.09663 -19.21693  0.11
H: -1.18086 -1.78778 -19.82572  0.10
H: -1.43154 -4.07482 -19.08172  0.10
H: -0.19084 -3.31515 -18.21040  0.10
H: -3.07042 -3.71971 -17.05705  0.08
H: -1.77902 -4.82563 -17.05908  0.06
H: -1.63462 -3.37023 -16.10935  0.06
C: 2.37709 -1.58347 -20.88904  -0.10
C: 1.72892 -2.58128 -21.87131  -0.22
C: 2.26745 -4.01504 -21.59717  -0.23
C: 1.61419 -5.07893 -22.45752  -0.21
C: 2.11107 -6.50974 -22.19522  -0.28
C: 1.34077 -7.70212 -22.61669  -0.12
H: 2.35122 -0.54175 -21.20881  0.05
H: 3.45134 -1.76746 -20.90383  0.04
H: 2.19456 -1.74567 -19.82675  0.06
H: 0.64267 -2.52273 -21.80242  0.09
H: 2.02569 -2.42998 -22.90916  0.10
H: 2.21866 -4.32518 -20.55336  0.10
H: 3.33874 -3.97317 -21.79388  0.09
H: 0.53846 -5.02866 -22.28901  0.11
H: 1.80935 -4.84135 -23.50326  0.11
H: 3.03445 -6.56923 -22.77135  0.08
H: 2.52568 -6.64768 -21.19663  0.11
H: 1.83093 -8.60766 -22.25916  0.07
H: 0.32826 -7.79760 -22.22452  0.07
H: 1.37205 -7.80398 -23.70147  0.08
C: 12.20658 -0.45757 -11.72066  -0.10
C: 11.58366 -0.73301 -13.13808  -0.25
C: 10.68569 0.38567 -13.56368  -0.21
C: 9.61888 0.00730 -14.67641  -0.18
C: 8.32335 0.88999 -14.75665  -0.29
C: 7.62383 0.87120 -16.01732  -0.15
H: 12.78230 -1.33970 -11.44053  0.06
H: 11.50006 -0.22529 -10.92380  0.05
H: 12.91019 0.36897 -11.62136  0.06
H: 12.40960 -0.89459 -13.83077  0.11
H: 11.05514 -1.67906 -13.02084  0.07
H: 11.34527 1.15405 -13.96698  0.11
H: 10.07823 0.91541 -12.82986  0.10
H: 10.11256 -0.00853 -15.64806  0.09
H: 9.27039 -1.01791 -14.55149  0.08
H: 7.59355 0.77889 -13.95468  0.10
H: 8.69883 1.90919 -14.66524  0.11
H: 8.28877 0.64555 -16.85101  0.06
H: 7.02408 -0.03831 -15.98303  0.07
H: 6.87044 1.65029 -16.13362  0.09
C: 10.94693 -1.26870 -23.76326  -0.09
C: 11.26614 -1.15850 -22.26918  -0.28
C: 10.16654 -0.57256 -21.38247  -0.22
C: 10.43513 -0.65688 -19.80262  -0.15
C: 9.88517 -2.06063 -19.30154  -0.22
C: 10.18420 -2.39025 -17.77986  -0.09
H: 10.31217 -2.11970 -24.01018  0.07
H: 11.89683 -1.42550 -24.27434  0.07
H: 10.37048 -0.41952 -24.13029  0.06
H: 11.56806 -2.13636 -21.89404  0.09
H: 12.06390 -0.50147 -21.92275  0.10
H: 9.29733 -1.17140 -21.65446  0.09
H: 9.85353 0.39461 -21.77580  0.10
H: 11.50273 -0.57365 -19.59916  0.10
H: 9.87756 0.10011 -19.25109  0.08
H: 8.80851 -1.97012 -19.44548  0.08
H: 10.29528 -2.86566 -19.91133  0.09
H: 9.76523 -1.64433 -17.10448  0.05
H: 9.75671 -3.38189 -17.63144  0.03
H: 11.25196 -2.58673 -17.68302  0.06
C: 7.19962 2.10392 -20.77233  -0.12
C: 7.80575 2.63237 -19.46704  -0.25
C: 7.26472 4.00781 -18.91018  -0.20
C: 7.34580 5.26519 -19.85067  -0.17
C: 8.76213 5.94915 -19.96994  -0.27
C: 9.46855 6.12031 -18.66893  -0.15
H: 7.21555 1.02695 -20.93961  0.06
H: 7.71701 2.61623 -21.58346  0.07
H: 6.14718 2.37527 -20.85494  0.05
H: 7.67266 1.90342 -18.66766  0.06
H: 8.84311 2.81973 -19.74436  0.09
H: 7.62408 4.10748 -17.88596  0.09
H: 6.19471 3.80850 -18.85136  0.09
H: 6.92517 4.93555 -20.80067  0.09
H: 6.65413 5.98125 -19.40688  0.10
H: 9.52486 5.46089 -20.57651  0.10
H: 8.59068 6.98203 -20.27302  0.10
H: 10.36908 6.71111 -18.83655  0.08
H: 8.82521 6.73239 -18.03681  0.08
H: 9.60410 5.17057 -18.15152  0.07
C: 4.25205 -4.90407 -18.13274  -0.12
C: 5.69437 -4.70973 -18.37435  -0.27
C: 6.35861 -3.42034 -17.82664  -0.15
C: 5.86862 -2.06210 -18.54566  -0.18
C: 4.59674 -1.43239 -18.02324  -0.26
C: 4.37469 0.04279 -18.55567  -0.06
H: 4.05582 -5.84194 -18.65236  0.07
H: 3.50729 -4.15865 -18.41164  0.07
H: 4.22193 -5.23831 -17.09569  0.06
H: 6.24754 -5.53238 -17.92119  0.10
H: 5.78488 -4.84933 -19.45157  0.09
H: 7.43856 -3.42733 -17.97414  0.07
H: 6.20849 -3.43985 -16.74720  0.10
H: 6.66550 -1.35193 -18.32484  0.08
H: 5.79572 -2.23503 -19.61938  0.09
H: 3.64251 -1.94433 -18.14766  0.06
H: 4.68612 -1.50428 -16.93929  0.09
H: 3.95964 0.06029 -19.56341  0.04
H: 3.57451 0.56256 -18.02874  0.05
H: 5.31384 0.59552 -18.53163  0.06
C: 6.22545 -7.50199 -22.93512  -0.12
C: 5.07982 -8.48652 -23.39439  -0.21
C: 5.81118 -9.65165 -24.15763  -0.24
C: 4.89793 -10.76577 -24.42165  -0.27
C: 4.79950 -11.96497 -23.47269  -0.22
C: 3.55025 -12.98029 -23.79875  -0.08
H: 7.10379 -7.94607 -22.46672  0.06
H: 5.90670 -6.76115 -22.20187  0.05
H: 6.70102 -6.90876 -23.71615  0.05
H: 4.63356 -8.87932 -22.48079  0.10
H: 4.25410 -7.94966 -23.86137  0.09
H: 6.54699 -9.99054 -23.42836  0.11
H: 6.31933 -9.24706 -25.03296  0.12
H: 3.90989 -10.30555 -24.43066  0.10
H: 5.23180 -11.03670 -25.42326  0.11
H: 5.75377 -12.49108 -23.44673  0.09
H: 4.65810 -11.71053 -22.42228  0.09
H: 3.45462 -13.63422 -22.93196  0.06
H: 2.69970 -12.30587 -23.89794  0.05
H: 3.72484 -13.43552 -24.77362  0.06
C: 6.57618 0.79958 -24.39136  -0.08
C: 6.98548 1.64771 -25.67393  -0.22
C: 7.58937 0.76299 -26.81151  -0.21
C: 8.60635 1.43654 -27.84348  -0.19
C: 7.89543 2.51944 -28.74190  -0.23
C: 7.88553 4.03483 -28.22244  -0.10
H: 6.42552 1.39336 -23.48980  0.04
H: 7.37777 0.09197 -24.17959  0.05
H: 5.72264 0.12817 -24.48518  0.06
H: 6.30924 2.43086 -26.01665  0.09
H: 7.84256 2.28065 -25.44396  0.09
H: 6.77466 0.26509 -27.33730  0.09
H: 8.20708 0.03806 -26.28140  0.09
H: 9.40045 1.91160 -27.26744  0.10
H: 8.95483 0.64424 -28.50599  0.10
H: 8.56853 2.43448 -29.59501  0.08
H: 6.89636 2.21087 -29.04972  0.09
H: 7.74516 4.80622 -28.97964  0.06
H: 7.22274 4.17874 -27.36915  0.05
H: 8.88513 4.30427 -27.88140  0.06
C: 2.64821 -4.52543 -10.78125  -0.11
C: 2.96454 -4.07834 -12.16332  -0.33
C: 2.09386 -3.04087 -12.70550  -0.24
C: 2.24072 -2.91145 -14.27285  -0.15
C: 1.41507 -1.65494 -14.71859  -0.27
C: 1.80104 -1.13178 -16.02426  -0.14
H: 1.55963 -4.53987 -10.72754  0.08
H: 2.97500 -3.71738 -10.12677  0.07
H: 3.09875 -5.46742 -10.46854  0.07
H: 4.00376 -3.75438 -12.21963  0.11
H: 2.92337 -4.96059 -12.80211  0.11
H: 2.18373 -2.08802 -12.18386  0.11
H: 1.02144 -3.20960 -12.60797  0.11
H: 3.29370 -2.76878 -14.51569  0.11
H: 1.88360 -3.83456 -14.72938  0.09
H: 0.37249 -1.96880 -14.76976  0.10
H: 1.51340 -0.84915 -13.99119  0.10
H: 1.15365 -0.44316 -16.56722  0.06
H: 2.76281 -0.62822 -15.92656  0.07
H: 1.98102 -1.97637 -16.68937  0.07
C: 6.10357 -2.96684 -22.31608  -0.10
C: 6.26758 -3.87176 -23.55811  -0.23
C: 5.99263 -3.06485 -24.91740  -0.18
C: 6.20243 -4.06910 -26.09357  -0.20
C: 6.33864 -3.27592 -27.43443  -0.25
C: 5.07879 -2.40266 -27.73773  -0.11
H: 6.55686 -2.00126 -22.54034  0.06
H: 6.62172 -3.38934 -21.45520  0.06
H: 5.06743 -2.65740 -22.17917  0.05
H: 7.23419 -4.37513 -23.53898  0.07
H: 5.54833 -4.69045 -23.53469  0.08
H: 6.70980 -2.24405 -24.90917  0.09
H: 5.02843 -2.56012 -24.97796  0.10
H: 7.08025 -4.69014 -25.91509  0.10
H: 5.41657 -4.82179 -26.15667  0.11
H: 7.16854 -2.57240 -27.50121  0.09
H: 6.73776 -3.93966 -28.20140  0.09
H: 4.07357 -2.81693 -27.66022  0.07
H: 5.07879 -1.60036 -26.99988  0.04
H: 5.26567 -2.03362 -28.74618  0.07
C: 3.31812 2.62461 -22.12379  -0.10
C: 2.23746 3.37968 -22.94098  -0.23
C: 1.24955 2.50879 -23.88396  -0.18
C: 0.12297 3.25008 -24.65117  -0.21
C: -0.86645 4.13513 -23.85838  -0.28
C: -1.99175 4.80075 -24.66726  -0.11
H: 3.83091 3.19612 -21.35015  0.06
H: 3.99969 2.19019 -22.85512  0.06
H: 2.76690 1.89816 -21.52668  0.05
H: 1.51395 3.81077 -22.24901  0.07
H: 2.76001 4.17986 -23.46514  0.10
H: 0.97174 1.56662 -23.41148  0.10
H: 1.95628 2.22358 -24.66325  0.09
H: 0.55977 3.91491 -25.39635  0.10
H: -0.40534 2.56283 -25.31199  0.11
H: -1.38491 3.55740 -23.09319  0.09
H: -0.36526 4.91813 -23.28934  0.09
H: -1.65516 5.21784 -25.61638  0.07
H: -2.74627 4.06038 -24.93307  0.07
H: -2.48349 5.53862 -24.03336  0.07
C: 13.57721 -5.22703 -14.84448  -0.08
C: 12.44910 -4.35374 -14.16406  -0.26
C: 11.22530 -5.17038 -13.86825  -0.23
C: 9.94626 -4.34030 -13.67136  -0.21
C: 8.62838 -5.15348 -13.74566  -0.25
C: 8.43657 -5.70486 -15.16753  -0.08
H: 13.49115 -6.27247 -14.54823  0.07
H: 14.58406 -4.80957 -14.83535  0.07
H: 13.44185 -5.11722 -15.92045  0.04
H: 12.75028 -3.92091 -13.21010  0.10
H: 12.33853 -3.40363 -14.68671  0.09
H: 11.45102 -5.73888 -12.96606  0.12
H: 11.26321 -5.91331 -14.66494  0.09
H: 9.94636 -3.80567 -12.72149  0.10
H: 9.94611 -3.63479 -14.50224  0.09
H: 8.85242 -5.91629 -12.99999  0.09
H: 7.79791 -4.55417 -13.37248  0.09
H: 9.36297 -6.13482 -15.54830  0.05
H: 7.63008 -6.39988 -15.40130  0.06
H: 8.33063 -4.77332 -15.72351  0.06
C: 5.95759 -1.87096 -6.74521  -0.09
C: 6.24139 -3.03481 -7.82768  -0.22
C: 6.51622 -2.57349 -9.27072  -0.23
C: 7.69938 -1.64150 -9.24871  -0.26
C: 8.38422 -1.51683 -10.56476  -0.27
C: 7.51323 -1.38931 -11.80877  -0.10
H: 6.80930 -1.21820 -6.55391  0.06
H: 5.76574 -2.27339 -5.75055  0.06
H: 5.03136 -1.36153 -7.01107  0.06
H: 7.17092 -3.40117 -7.39198  0.09
H: 5.54608 -3.87393 -7.80460  0.09
H: 5.73976 -2.11987 -9.88670  0.11
H: 6.82678 -3.47910 -9.79181  0.11
H: 7.59395 -0.63743 -8.83779  0.12
H: 8.41705 -2.03838 -8.53070  0.11
H: 9.02801 -0.63732 -10.57316  0.10
H: 9.03691 -2.37324 -10.73409  0.10
H: 8.10730 -1.32505 -12.72039  0.05
H: 6.78115 -2.17553 -11.99313  0.06
H: 6.95318 -0.45854 -11.71883  0.08
C: 0.78741 -7.60900 -16.24136  -0.24
C: 1.94880 -6.58926 -16.22365  -0.21
O: 3.08194 -6.81604 -15.31382  -0.08
O: 1.11918 -8.80678 -16.92232  -0.06
H: -0.11803 -7.07361 -16.52703  0.11
H: 0.47444 -7.92293 -15.24556  0.11
H: 1.54347 -5.64586 -15.85784  0.09
H: 2.17746 -6.31497 -17.25350  0.10
H: 3.71120 -7.28606 -15.86584  0.03
H: 1.95617 -9.13841 -16.58902  0.08
C: 5.67500 -9.31567 -16.81894  -0.21
C: 6.38031 -10.73883 -16.47572  -0.15
O: 7.70215 -10.39922 -15.92757  -0.11
O: 5.07219 -8.83396 -15.64906  -0.11
H: 4.88553 -9.43023 -17.56172  0.10
H: 6.39095 -8.58247 -17.19035  0.11
H: 6.54991 -11.29943 -17.39500  0.11
H: 5.84786 -11.20405 -15.64617  0.11
H: 7.50873 -10.02175 -15.06634  0.02
H: 5.62611 -9.15320 -14.93292  0.01
O: 9.65403 -6.23091 -18.42974  0.04
C: 10.80646 -6.59972 -18.28341  -0.69
N: 11.83396 -5.83489 -18.30569  0.18
C: 11.13228 -8.02463 -18.08444  0.00
H: 11.46126 -4.89645 -18.32848  0.10
H: 12.69032 -6.15897 -17.87939  0.12
H: 10.18601 -8.56083 -18.15635  0.09
H: 11.63896 -8.23344 -17.14222  0.09
H: 11.77190 -8.41641 -18.87531  0.09
O: 11.67654 -5.51723 -23.87217  0.01
C: 11.26929 -5.47547 -22.71117  -0.64
N: 12.19294 -5.27508 -21.78282  0.17
C: 9.88467 -5.77723 -22.39697  0.00
H: 13.11440 -5.21813 -22.19242  0.12
H: 12.09344 -5.31299 -20.77844  0.08
H: 9.16971 -4.99645 -22.65644  0.07
H: 9.63607 -6.00738 -21.36095  0.07
H: 9.72392 -6.68647 -22.97623  0.10
O: 6.55032 -9.41594 -13.44714  -0.05
C: 6.45727 -8.68146 -12.39322  -0.46
N: 6.43808 -7.34572 -12.42730  0.20
C: 6.26498 -9.37290 -11.02012  0.01
H: 6.25183 -7.00615 -13.36010  0.11
H: 6.06162 -6.85239 -11.63042  0.12
H: 7.23845 -9.33210 -10.53147  0.08
H: 6.08342 -10.40313 -11.32630  0.08
H: 5.57250 -8.98498 -10.27306  0.08